(1)
{"formula": "C30H21Br2N5O3S2Zn", "method": "the ωB97M-V functional and the def2-TZVPD basis", "relative_energy_kcal_mol": 88.1, "orbital_gap_ev": 7.852, "e_homo_ev": -8.036, "lumo_energy_ev": -0.2, "species": ["Zn", "O", "N", "C", "C", "C", "C", "C", "S", "H", "H", "H", "H", "Br", "C", "C", "C", "N", "C", "C", "C", "C", "C", "Br", "C", "C", "N", "H", "H", "H", "H", "H", "H", "O", "S", "O", "N", "C", "C", "C", "C", "C", "C", "C", "C", "N", "C", "C", "C", "C", "C", "C", "C", "H", "H", "H", "H", "H", "H", "H", "H", "H", "H", "H"], "xyz": [[0.3173, 0.9418, -0.8400], [2.1791, 1.0316, -1.6623], [2.3395, 1.8218, -2.7184], [3.6122, 1.9598, -3.1597], [3.9160, 2.7331, -4.2416], [2.8729, 3.3959, -4.8969], [1.5929, 3.2527, -4.4341], [1.2852, 2.4526, -3.3135], [-0.3176, 2.2876, -2.7241], [4.3310, 1.4058, -2.5765], [4.9435, 2.8163, -4.5622], [3.0722, 4.0177, -5.7592], [0.7633, 3.7536, -4.9122], [4.0894, 4.5540, 3.1207], [2.6995, 3.9011, 2.0257], [2.4683, 4.4762, 0.7907], [1.4661, 3.9203, 0.0139], [0.7257, 2.8956, 0.4169], [0.9254, 2.3831, 1.6237], [1.9254, 2.8427, 2.4673], [0.0467, 1.1639, 1.9313], [0.0160, 0.9122, 3.4226], [-0.2884, -0.2009, 4.0701], [-0.1322, -0.1418, 5.9796], [-0.6973, -1.8556, 2.1042], [-0.4197, -0.9439, 0.9334], [0.4871, 0.1560, 1.0428], [3.0529, 5.3128, 0.4376], [1.2490, 4.2974, -0.9800], [2.1221, 2.3837, 3.4233], [0.2543, 1.7709, 4.0334], [-1.4678, -2.5818, 1.8572], [-0.0335, -1.6074, 0.1621], [-1.3387, 1.6673, 1.5629], [-2.5408, 0.5930, 1.4649], [-3.5780, 1.2501, 0.6955], [-1.7117, -0.4157, 0.3623], [-2.3845, -1.2106, -0.5809], [-3.6504, -1.7057, -0.4234], [-4.2578, -2.4848, -1.4327], [-3.5815, -2.7941, -2.5741], [-2.2672, -2.3035, -2.7680], [-1.5106, -2.5972, -3.9259], [-0.2577, -2.0829, -4.0672], [0.2369, -1.2344, -3.0575], [-0.4295, -0.9399, -1.9708], [-1.6725, -1.4840, -1.7904], [-0.6942, -1.5330, 3.5684], [0.4201, -2.4166, 2.9173], [0.4328, -3.8440, 3.2697], [-0.5937, -4.4153, 3.9070], [-1.6871, -3.6123, 4.4479], [-1.6860, -2.2780, 4.3777], [-4.1988, -1.4908, 0.4838], [-5.2645, -2.8501, -1.2799], [-4.0323, -3.4097, -3.3423], [-1.9422, -3.2340, -4.6891], [0.3485, -2.2913, -4.9374], [1.2131, -0.7700, -3.1524], [1.3719, -1.9173, 2.7791], [1.3139, -4.4209, 3.0159], [-0.5736, -5.4747, 4.1268], [-2.4605, -4.1127, 5.0164], [-2.4203, -1.6958, 4.9204]]}

(2)
{"formula": "C12H15N3O2SV", "method": "the ωB97M-V functional and the def2-TZVPD basis", "multiplicity": 3, "orbital_gap_ev": [7.917, 7.942], "e_homo_ev": [-11.669, -11.713], "lumo_energy_ev": [-3.8, -3.8], "total_charge": 1, "species": ["V", "N", "C", "S", "N", "N", "C", "C", "C", "C", "C", "C", "C", "O", "H", "H", "H", "H", "H", "H", "H", "C", "C", "C", "O", "C", "H", "H", "H", "H", "H", "H", "H", "H"], "xyz": [[-0.7676, -1.4236, -0.4600], [-2.2037, -3.2443, 3.0552], [-1.9031, -2.3865, 2.0653], [-2.1649, -3.0000, 0.4204], [-1.4519, -1.2048, 2.3727], [-1.1958, -0.4556, 1.2310], [-1.2952, 0.8257, 1.3323], [-1.1815, 1.7269, 0.2126], [-1.1162, 3.1047, 0.4806], [-1.0649, 4.0261, -0.5410], [-1.1004, 3.5841, -1.8615], [-1.1847, 2.2372, -2.1592], [-1.2244, 1.2993, -1.1310], [-1.3132, -0.0052, -1.4691], [-2.6448, -4.1225, 2.8534], [-2.1873, -2.9113, 4.0052], [-1.5097, 1.2278, 2.3193], [-1.1104, 3.4326, 1.5126], [-1.0109, 5.0823, -0.3196], [-1.0740, 4.3037, -2.6692], [-1.2348, 1.8905, -3.1819], [2.6438, -0.2544, 0.0488], [2.6853, -0.5041, -1.4773], [1.8876, -1.7899, -1.6879], [1.1613, -1.9978, -0.4280], [2.0732, -1.5348, 0.6257], [1.9854, 0.5845, 0.2810], [3.6237, -0.0292, 0.4632], [3.7007, -0.6243, -1.8478], [2.2359, 0.3286, -2.0153], [2.5060, -2.6740, -1.8349], [1.1415, -1.7386, -2.4825], [2.8137, -2.3246, 0.7541], [1.4812, -1.4284, 1.5324]]}

(3)
{"formula": "CH2ClN2O3S", "method": "the ωB97M-V functional and the def2-TZVPD basis", "relative_energy_kcal_mol": 155.4, "orbital_gap_ev": [8.406, 7.630], "e_homo_ev": [-4.991, -3.948], "lumo_energy_ev": [3.4, 3.7], "total_charge": -1, "species": ["C", "N", "N", "O", "O", "O", "S", "Cl", "H", "H"], "xyz": [[-0.0788, -0.4249, 0.5585], [-0.1707, -2.9684, -0.5081], [1.2611, -0.2167, 0.5669], [-2.2125, 1.1334, -0.0403], [-0.3673, 0.9440, -1.5430], [-0.2223, 2.3686, 0.6165], [-0.7791, 1.1621, -0.1394], [-0.9747, -1.7415, -0.3042], [1.9082, -0.9487, 0.4758], [1.6361, 0.6922, 0.3172]]}

(4)
{"formula": "C19H22N4O2", "method": "the ωB97M-V functional and the def2-TZVPD basis", "relative_energy_kcal_mol": 68.8, "smiles": "CN(C)c1ccc2c(c1)CCN=C(NCc1ccc3c(c1)OCO3)N2", "orbital_gap_ev": 7.838, "e_homo_ev": -7.062, "lumo_energy_ev": 0.8, "species": ["N", "O", "O", "C", "C", "C", "C", "C", "C", "C", "C", "C", "C", "C", "C", "C", "N", "N", "N", "C", "C", "C", "C", "C", "C", "H", "H", "H", "H", "H", "H", "H", "H", "H", "H", "H", "H", "H", "H", "H", "H", "H", "H", "H", "H", "H", "H"], "xyz": [[-0.1170, 1.4441, 2.4885], [-3.5416, 3.8926, -2.6315], [-2.3469, 5.7867, -2.0217], [0.8573, 1.5146, 1.6396], [-1.8918, 2.2976, -1.8188], [2.4026, -1.5279, 0.1993], [2.2681, -2.8821, -0.0522], [-0.6291, 2.1794, -1.2602], [-0.3949, 4.5937, -1.0457], [0.1049, -2.8998, 0.9649], [-2.3720, 3.5891, -2.1129], [-1.6195, 4.6769, -1.7295], [1.3952, -0.8458, 0.9112], [1.1178, -3.5729, 0.2900], [0.1052, 3.3135, -0.8618], [0.2271, -1.5213, 1.2598], [1.6487, 0.5106, 1.1468], [0.9801, -4.9609, 0.0419], [1.1506, 2.7867, 1.2341], [-3.5478, 5.3314, -2.6680], [-0.3468, -5.5333, -0.2289], [2.1229, -5.8388, -0.2036], [1.4211, 3.0748, -0.1749], [-0.5763, 0.1586, 3.0208], [-0.9640, -0.8496, 1.9279], [-2.4979, 1.4475, -2.0396], [3.3415, -1.0171, -0.0793], [3.0636, -3.4162, -0.5458], [-0.2396, 1.1826, -1.0832], [0.1720, 5.4506, -0.7200], [-0.8108, -3.3892, 1.2261], [2.5523, 0.8627, 0.8490], [0.5051, 3.4396, 1.6642], [-4.4262, 5.7517, -2.1265], [-3.6561, 5.6659, -3.7037], [-0.3059, -6.2572, -1.0830], [-0.8149, -6.0041, 0.6485], [-1.0569, -4.7890, -0.6084], [1.7741, -6.8903, -0.2082], [2.8517, -5.7199, 0.6039], [2.5621, -5.6172, -1.1795], [1.9717, 4.0078, -0.2157], [2.0379, 2.2896, -0.6289], [-1.4534, 0.4090, 3.5900], [0.1492, -0.2539, 3.7644], [-1.6055, -1.5864, 2.3697], [-1.5682, -0.2841, 1.1910]]}

| no. | E (eV) |
| --- | --- |
| 1 | -255215.54583 |
| 2 | -57770.78876 |
| 3 | -33544.87913 |
| 4 | -30114.11314 |